[1]
Computed, not measured: C21H21IrN4O6SSi as an isolated structure, with ωB97M-V/def2-TZVPD.

```
! wB97M-V def2-TZVPD RIJCOSX def2/J DEFGRID3
* xyz 0 1
Ir 1.44504 0.52371 0.55278
S -1.23944 -3.83049 1.55558
C -0.79155 -2.69443 2.63105
C -0.10271 -1.45414 2.37806
C 0.62201 -1.12896 1.28889
C 1.16303 -1.97071 0.20986
C 2.51303 -2.96206 -1.21840
C 3.33423 -3.75882 -2.05138
C 3.84535 -3.22370 -3.19346
C 3.55709 -1.88104 -3.56028
C 2.75461 -1.12357 -2.77501
N 2.25673 -1.67413 -1.63298
H -1.11270 -2.82046 3.66516
H -0.23268 -0.68552 3.13428
H 3.53811 -4.77977 -1.76206
H 4.47645 -3.82252 -3.83545
H 3.96915 -1.45296 -4.46143
H 2.47261 -0.09826 -2.96208
C 1.91179 -4.38219 0.85185
C 1.84416 -3.16535 -0.00255
N 1.41178 -1.07467 -0.78416
H 2.84096 -4.92715 0.68169
H 1.07260 -5.05374 0.65563
H 1.86354 -4.11333 1.90632
C -1.65204 -0.02368 -0.91315
Si -0.69146 1.23992 0.08031
C -1.63309 1.64763 1.64758
C -0.49575 2.81939 -0.92101
H -2.66494 0.34270 -1.10239
H -1.73044 -0.97103 -0.37373
H -1.17619 -0.22221 -1.87491
H -2.52801 2.22369 1.39538
H -1.02605 2.24426 2.33029
H -1.95309 0.74466 2.16858
H -1.47735 3.17784 -1.24492
H 0.12049 2.66661 -1.80859
H -0.03213 3.60793 -0.32403
O 2.68149 2.34200 0.08390
C 2.40769 2.74206 1.24088
O 1.65126 2.03451 1.98115
C 2.93947 4.03117 1.75827
C 3.75380 4.80674 0.94433
C 4.22943 6.00517 1.43875
C 3.92776 6.46294 2.70623
C 3.11474 5.66123 3.48306
C 2.61190 4.45371 3.03979
N 2.77117 6.12043 4.84643
O 3.22386 7.18652 5.20432
O 2.05124 5.40451 5.50826
N 5.09827 6.83782 0.57908
O 5.49817 7.88484 1.04071
O 5.35336 6.41503 -0.52794
H 4.00610 4.47853 -0.05314
H 4.30932 7.40310 3.07265
H 1.97764 3.85285 3.67465
*
```

Properties
- F_max: 0.190 eV Å⁻¹
- ΔE to the lowest compared entry with this formula, charge and spin: 26.8 kcal/mol



[2]
Computed, not measured: a 10-piece molecular cluster, C25H72N8O12 overall at a distorted geometry, with ωB97M-V/def2-TZVPD.

```
! wB97M-V def2-TZVPD RIJCOSX def2/J DEFGRID3
* xyz 0 1
C -0.54807 -9.60346 3.09343
O 0.41698 -8.59341 2.93692
C 0.03072 -7.52214 2.08234
C 1.22180 -6.56921 1.96740
N 0.75946 -5.25061 1.63100
C 1.90075 -4.34164 1.36622
C 2.87376 -4.76162 0.28539
O 2.43266 -4.96936 -1.04491
C 2.43401 -3.78927 -1.84309
H -0.04414 -10.57006 3.16085
H -1.06337 -9.75767 2.13405
H -1.25724 -9.43074 3.90121
H -0.83293 -7.01913 2.53686
H -0.37555 -7.90088 1.13686
H 1.94558 -6.98045 1.25869
H 1.57209 -6.65779 3.00186
H 0.12837 -5.32209 0.83192
H 2.42584 -4.21579 2.31676
H 1.54989 -3.31822 1.21260
H 3.46085 -5.67088 0.46801
H 3.77766 -4.13724 0.31236
H 1.78404 -3.93218 -2.70758
H 3.47582 -3.61565 -2.11544
H 2.01561 -2.91262 -1.33925
C 3.88006 8.38756 -4.69112
O 3.03104 9.08226 -3.79227
C 1.68426 8.75652 -4.06593
C 0.73821 9.27190 -2.97201
N 0.58421 8.34338 -1.84291
C -0.10572 7.10070 -2.18000
C -0.08691 6.16628 -0.98799
O -0.76230 4.98127 -1.35561
C -0.67626 3.93736 -0.40958
H 3.49393 7.36754 -4.76778
H 4.91601 8.29898 -4.36192
H 3.93690 8.86096 -5.67606
H 1.45376 7.71110 -4.28574
H 1.39078 9.29365 -4.97966
H -0.24456 9.55326 -3.34048
H 1.23384 10.16868 -2.59291
H 1.49654 8.07631 -1.49018
H 0.28409 6.54075 -3.03573
H -1.18253 7.21857 -2.33215
H -0.52823 6.59804 -0.08196
H 0.92978 5.86193 -0.69226
H 0.33007 3.81495 0.01656
H -0.77554 2.96157 -0.87928
H -1.34835 4.23832 0.40016
N -3.43289 -3.39972 3.76780
C -3.08253 -3.21057 2.45676
N -2.02017 -3.92577 2.05991
O -3.69644 -2.45819 1.68003
H -4.25775 -2.99247 4.16531
H -2.84728 -3.93083 4.38027
H -1.75058 -3.97090 1.09109
H -1.43222 -4.37016 2.73925
N -0.62296 -1.59326 0.49741
C 0.10558 -0.44872 0.44044
N -0.58763 0.70615 0.62089
O 1.34302 -0.37839 0.45163
H -1.55295 -1.49253 0.87030
H -0.06120 -2.42150 0.58345
H 0.00217 1.50151 0.78690
H -1.58797 0.67635 0.64789
N 3.19793 3.63316 -2.53851
C 3.00104 2.57761 -1.67696
N 3.55844 1.39276 -2.06402
O 2.34264 2.63760 -0.63479
H 3.74011 3.33090 -3.32158
H 2.76705 4.49894 -2.28456
H 3.95936 1.28078 -2.97525
H 3.57397 0.64086 -1.38421
C -3.63896 1.01603 -4.19969
C -2.99592 0.96182 -2.80081
O -3.84323 1.55202 -1.84466
H -2.91548 1.22286 -4.99654
H -4.39702 1.78156 -4.35076
H -4.00815 0.02999 -4.48794
H -1.97179 1.35967 -2.84965
H -2.74015 -0.08781 -2.59809
H -3.66885 1.03703 -1.04096
C -4.44599 1.27545 2.59884
C -4.78924 0.79153 1.18993
O -3.72080 0.05007 0.59882
H -4.13714 0.56171 3.36808
H -5.38132 1.65038 3.03045
H -3.67328 2.04292 2.67305
H -5.13313 1.55281 0.48952
H -5.66545 0.13855 1.29194
H -3.76536 -0.81600 1.06181
C 5.15865 -2.00898 1.48932
C 4.47021 -0.81277 0.87674
O 3.69966 -1.14481 -0.28877
H 4.57834 -2.78401 1.98735
H 5.80553 -1.62517 2.28749
H 5.81423 -2.48506 0.75626
H 5.18668 -0.01867 0.64939
H 3.77092 -0.38209 1.60205
H 2.80126 -0.82479 -0.03862
C -2.32859 -3.67201 -1.64261
C -1.17556 -4.62970 -1.37995
O -1.43713 -5.49734 -0.27229
H -2.50374 -3.52990 -2.70892
H -2.01294 -2.68876 -1.28829
H -3.24259 -3.91131 -1.10254
H -0.24765 -4.08110 -1.20567
H -0.86511 -5.21948 -2.24792
H -2.19707 -6.05412 -0.46476
C -0.96722 1.37948 4.27856
C -0.99289 2.89822 4.04030
O -0.30031 3.47595 5.17266
H -1.11374 1.31018 5.35688
H -0.04287 0.89118 3.97604
H -1.79971 0.79677 3.87593
H -2.03843 3.21561 4.02993
H -0.60075 3.15144 3.05429
H -0.94431 4.09738 5.52674
*
```

Properties
- Electronic energy: -2336.57297 a.u.
- F_max: 2.461 eV Å⁻¹
- SMILES string: COCCNCCOC.COCCNCCOC.NC(N)=O.NC(N)=O.NC(N)=O.CCO.CCO.CCO.CCO.CCO



[3]
Computed, not measured: C33H48F6N5O39S2Sn as an isolated structure at a distorted geometry, with ωB97M-V/def2-TZVPD.

```
! wB97M-V def2-TZVPD RIJCOSX def2/J DEFGRID3
* xyz 1 1
Sn 3.35557 2.20393 1.59448
C -0.32373 -0.25502 3.42475
F 0.54921 0.20241 4.30066
F -0.04712 -1.47617 3.03248
F -1.59498 -0.20398 4.02079
S -0.36093 0.89443 1.93744
O -1.68272 0.66651 1.32969
O -0.10452 2.28332 2.40021
N 1.15300 0.33656 1.20478
S 0.55913 -0.28116 -0.08235
O -0.35253 -1.41218 0.14795
O 0.12471 0.69597 -1.12129
C 2.12969 -1.12749 -0.90425
F 3.14867 -0.33945 -0.66473
F 2.51061 -2.26601 -0.39171
F 1.89580 -1.19388 -2.27981
C -1.49931 2.13419 7.80199
C -2.37904 2.00157 6.53368
O -3.62663 1.50476 7.04343
C -3.74637 1.93577 8.30145
O -4.74523 1.96150 9.01181
O -2.46103 2.23796 8.77623
H -0.94868 3.07474 7.78521
H -0.89183 1.24880 7.98950
H -1.86750 1.21542 5.97834
H -2.48525 2.95528 6.01672
C -4.45483 1.54640 3.51264
C -5.70602 1.49428 2.68535
O -5.49192 2.45755 1.68859
C -4.35687 3.18341 2.00555
O -3.88329 4.14979 1.33097
O -3.71233 2.66506 3.07476
H -3.89347 0.61533 3.43461
H -4.63274 1.75412 4.56777
H -6.58878 1.83424 3.22689
H -5.81608 0.43921 2.43473
C -0.08045 -4.34883 -1.47039
C 0.21772 -4.91206 -0.10222
O 1.55710 -5.29068 -0.08456
C 2.07679 -5.06943 -1.30384
O 3.23780 -5.27206 -1.62821
O 1.07211 -4.63328 -2.16509
H -0.26496 -3.27513 -1.43512
H -0.95750 -4.93409 -1.74668
H -0.39228 -5.74471 0.24806
H 0.12505 -4.15928 0.68062
C 2.06434 -1.56056 -5.66371
C 0.77883 -2.29617 -5.48228
O 1.07742 -3.49348 -6.19120
C 1.93387 -3.25023 -7.16158
O 2.22091 -3.92841 -8.12495
O 2.48160 -2.07970 -6.86195
H 2.81134 -1.88463 -4.93908
H 2.07950 -0.47134 -5.62517
H -0.11716 -1.84204 -5.90545
H 0.51711 -2.54721 -4.45437
C -0.06612 1.07141 -4.42151
C -1.18187 1.90545 -3.77432
O -1.19596 3.08341 -4.59554
C -0.38258 2.86945 -5.70541
O -0.23869 3.73777 -6.50679
O 0.07250 1.54339 -5.68942
H -0.34452 0.02110 -4.50770
H 0.89119 1.16625 -3.90899
H -0.92100 2.24330 -2.77138
H -2.15257 1.41167 -3.81947
C 3.88046 3.87694 -4.67320
C 3.50163 2.50914 -5.10658
O 2.97035 1.99269 -3.87908
C 3.51213 2.61945 -2.83642
O 3.44496 2.25045 -1.66709
O 4.08686 3.72243 -3.26692
H 3.03834 4.56024 -4.78296
H 4.71219 4.18903 -5.30481
H 4.30708 1.89919 -5.51564
H 2.69840 2.58371 -5.83963
C -1.09426 6.26856 -1.37041
C -0.74191 5.58239 -2.72346
O 0.08425 4.58113 -2.34891
C -0.01448 4.32348 -1.01497
O 0.52266 3.44029 -0.30679
O -0.80690 5.21007 -0.44121
H -2.15529 6.49282 -1.26082
H -0.39388 7.06293 -1.11245
H -0.19271 6.23038 -3.40655
H -1.58664 5.17658 -3.28011
C -4.49217 -2.57385 -2.17150
C -4.70636 -1.07459 -1.87517
O -3.49762 -0.46035 -2.10011
C -2.63163 -1.38892 -2.54318
O -1.40032 -1.13724 -2.58578
O -3.20749 -2.65344 -2.72233
H -5.27613 -2.95641 -2.82507
H -4.59943 -3.17611 -1.26935
H -5.03237 -1.04477 -0.83550
H -5.45257 -0.67923 -2.56434
C -2.32570 -3.38489 3.06551
C -3.74304 -3.74356 2.66559
O -3.64085 -5.05621 2.24033
C -2.32691 -5.48701 2.24623
O -1.95353 -6.57774 1.80874
O -1.58142 -4.56052 2.76410
H -2.26573 -3.08338 4.11126
H -2.01467 -2.62512 2.34850
H -4.17201 -3.16348 1.84854
H -4.32760 -3.63863 3.57959
C 6.03042 -1.26361 -2.79612
N 5.97683 -0.29223 -3.95106
O 6.59318 0.81041 -3.89711
O 5.36231 -0.65477 -4.96295
H 6.97412 -1.43561 -2.27850
H 5.61102 -2.22520 -3.09203
H 5.36850 -0.74135 -2.10531
C -1.75866 5.41100 3.42846
N -1.05187 5.87285 4.69067
O -1.33858 5.14816 5.63585
O -0.17299 6.73630 4.63113
H -1.24347 5.98522 2.65844
H -2.80054 5.71137 3.53963
H -1.61211 4.33117 3.45270
C 2.90032 -2.23768 5.21504
N 2.12833 -3.45874 4.93871
O 2.00181 -3.81701 3.77965
O 1.84534 -4.21159 5.83644
H 3.80128 -2.54585 4.68456
H 3.05023 -2.11543 6.28774
H 2.31012 -1.43166 4.77902
C 4.71581 -4.40358 1.47804
N 5.10897 -3.11768 0.83416
O 4.81968 -2.13085 1.46137
O 5.89944 -3.20282 -0.13796
H 5.54881 -4.82255 2.04256
H 4.28598 -5.04142 0.70570
H 3.82783 -4.16030 2.06147
*
```

Properties
- Electronic energy: -6103.41393 a.u.
- F_max: 9.055 eV Å⁻¹



[4]
Computed, not measured: one molecule with the formula C5H6O2, with ωB97M-V/def2-TZVPD.

```
! wB97M-V def2-TZVPD RIJCOSX def2/J DEFGRID3
* xyz 0 1
C -1.21489 0.51602 2.17570
C -0.91113 0.06005 1.10417
C -0.45207 -0.42176 -0.20167
C 0.70375 -1.39228 0.05118
O 1.75059 -1.04007 0.53704
C -0.01135 0.79513 -1.10024
O 1.32753 0.75774 -1.50584
H -1.47845 0.92483 3.12573
H -1.26276 -0.97012 -0.69661
H 0.52866 -2.45342 -0.21200
H -0.24619 1.71806 -0.55470
H -0.60562 0.78795 -2.01692
H 1.87193 0.71788 -0.70583
*
```

Properties
- F_max: 0.560 eV Å⁻¹
- ΔE to the lowest compared entry with this formula, charge and spin: 62.4 kcal/mol
- SMILES string: C#C[C@H](C=O)CO